1.
{"formula": "C32H81BClO14", "method": "the ωB97M-V functional and the def2-TZVPD basis", "elements": ["C", "C", "C", "O", "C", "C", "C", "O", "O", "B", "C", "C", "O", "Cl", "O", "C", "C", "C", "C", "C", "C", "H", "H", "H", "H", "H", "H", "H", "H", "H", "H", "H", "H", "H", "H", "H", "H", "H", "H", "H", "H", "H", "H", "H", "H", "H", "H", "H", "C", "C", "O", "H", "H", "H", "H", "H", "H", "C", "C", "O", "H", "H", "H", "H", "H", "H", "C", "C", "O", "H", "H", "H", "H", "H", "H", "C", "C", "O", "H", "H", "H", "H", "H", "H", "C", "C", "O", "H", "H", "H", "H", "H", "H", "C", "C", "O", "H", "H", "H", "H", "H", "H", "C", "C", "O", "H", "H", "H", "H", "H", "H", "C", "C", "O", "H", "H", "H", "H", "H", "H", "C", "C", "O", "H", "H", "H", "H", "H", "H"], "xyz": [[-3.643, 3.256, -6.060], [-2.881, 1.929, -5.996], [-2.609, 1.558, -4.545], [-2.321, 0.203, -4.340], [-0.950, -0.213, -4.295], [0.075, 0.714, -4.948], [0.595, 1.979, -4.225], [0.319, 2.083, -2.851], [-0.884, -1.356, -5.130], [-1.157, -2.581, -4.369], [-0.080, -3.797, -4.754], [1.188, -3.464, -4.100], [2.057, -2.705, -4.461], [1.465, -4.304, -2.463], [-0.907, -2.187, -2.953], [-0.616, -0.827, -2.900], [-1.311, -0.189, -1.683], [-2.673, -0.870, -1.480], [-0.482, -0.470, -0.423], [0.786, 0.363, -0.260], [1.330, 0.211, 1.158], [-4.667, 3.156, -5.715], [-3.666, 3.615, -7.088], [-3.113, 4.016, -5.490], [-3.459, 1.141, -6.467], [-1.959, 2.070, -6.557], [-1.870, 2.238, -4.116], [-3.540, 1.756, -4.005], [0.914, 0.062, -5.159], [-0.315, 1.006, -5.918], [0.216, 2.864, -4.750], [1.676, 2.024, -4.323], [-0.601, 2.306, -2.709], [-2.332, -2.917, -4.542], [0.076, -3.878, -5.825], [-0.467, -4.726, -4.349], [0.476, -0.726, -2.823], [-1.447, 0.880, -1.808], [-3.180, -1.064, -2.417], [-3.290, -0.241, -0.834], [-2.522, -1.803, -0.946], [-0.198, -1.522, -0.468], [-1.099, -0.341, 0.470], [1.542, 0.007, -0.952], [0.563, 1.412, -0.429], [2.287, 0.719, 1.278], [1.449, -0.835, 1.435], [0.640, 0.640, 1.885], [-3.975, 2.856, 1.100], [-2.828, 3.412, 0.279], [-2.905, 3.007, -1.088], [-3.981, 1.766, 1.045], [-3.894, 3.155, 2.145], [-4.935, 3.211, 0.714], [-1.878, 3.038, 0.657], [-2.812, 4.507, 0.335], [-3.730, 3.332, -1.456], [1.343, 3.259, 4.774], [0.793, 3.352, 3.363], [-0.569, 2.930, 3.302], [1.266, 2.235, 5.142], [2.389, 3.568, 4.808], [0.778, 3.900, 5.453], [1.349, 2.699, 2.693], [0.872, 4.378, 2.988], [-1.079, 3.504, 3.879], [-0.745, -6.105, 1.216], [-1.665, -6.335, 0.029], [-1.767, -5.185, -0.792], [-1.101, -5.265, 1.812], [-0.690, -6.992, 1.853], [0.264, -5.862, 0.876], [-2.676, -6.562, 0.370], [-1.310, -7.186, -0.567], [-0.880, -4.982, -1.111], [0.623, -7.976, -4.358], [-0.258, -8.199, -5.573], [-0.325, -7.038, -6.395], [0.253, -7.134, -3.771], [0.650, -8.864, -3.723], [1.645, -7.735, -4.660], [-1.281, -8.419, -5.268], [0.110, -9.047, -6.164], [0.568, -6.832, -6.682], [3.726, 6.827, 6.870], [2.968, 6.913, 5.559], [1.608, 6.514, 5.701], [3.689, 5.811, 7.261], [4.771, 7.110, 6.735], [3.283, 7.490, 7.620], [3.406, 6.238, 4.825], [3.010, 7.930, 5.154], [1.188, 7.102, 6.333], [-7.316, 2.245, 4.111], [-5.909, 2.262, 4.679], [-5.210, 3.453, 4.329], [-7.285, 2.340, 3.025], [-7.831, 1.318, 4.366], [-7.900, 3.082, 4.500], [-5.325, 1.437, 4.275], [-5.935, 2.159, 5.769], [-5.696, 4.201, 4.684], [-3.605, -6.671, -7.160], [-4.603, -7.724, -7.601], [-5.285, -8.315, -6.493], [-2.869, -7.096, -6.483], [-3.079, -6.246, -8.015], [-4.107, -5.860, -6.628], [-4.101, -8.541, -8.118], [-5.340, -7.290, -8.288], [-5.736, -7.610, -6.022], [7.395, 4.603, 6.017], [6.682, 4.392, 7.338], [5.365, 3.888, 7.147], [6.840, 5.299, 5.386], [8.402, 4.996, 6.170], [7.469, 3.656, 5.480], [6.580, 5.332, 7.878], [7.249, 3.696, 7.968], [5.439, 3.048, 6.682], [9.730, 1.257, 7.717], [8.349, 0.708, 7.404], [7.922, 1.063, 6.091], [9.738, 2.343, 7.615], [10.035, 0.997, 8.731], [10.471, 0.856, 7.021], [7.610, 1.123, 8.088], [8.336, -0.381, 7.512], [8.550, 0.694, 5.465]], "lowdin_charge": [-0.118, -0.218, -0.230, -0.031, -0.398, -0.054, -0.234, -0.065, 0.023, -0.688, -0.094, -0.729, 0.021, 0.542, -0.040, -0.232, -0.280, -0.041, -0.178, -0.248, -0.125, 0.065, 0.062, 0.068, 0.117, 0.094, 0.103, 0.125, 0.121, 0.104, 0.103, 0.111, 0.049, 0.107, 0.107, 0.072, 0.149, 0.099, 0.079, 0.064, 0.077, 0.122, 0.112, 0.106, 0.094, 0.060, 0.070, 0.052, -0.084, -0.306, -0.088, 0.074, 0.054, 0.071, 0.103, 0.107, 0.076, -0.090, -0.311, -0.088, 0.075, 0.067, 0.062, 0.091, 0.110, 0.075, -0.097, -0.338, -0.081, 0.073, 0.065, 0.069, 0.105, 0.103, 0.029, -0.087, -0.323, -0.091, 0.059, 0.071, 0.074, 0.105, 0.104, 0.080, -0.092, -0.315, -0.089, 0.063, 0.070, 0.072, 0.108, 0.107, 0.077, -0.093, -0.319, -0.093, 0.073, 0.073, 0.069, 0.113, 0.105, 0.076, -0.082, -0.327, -0.092, 0.051, 0.079, 0.080, 0.106, 0.102, 0.075, -0.087, -0.321, -0.088, 0.071, 0.074, 0.061, 0.105, 0.095, 0.081, -0.091, -0.320, -0.087, 0.068, 0.074, 0.073, 0.105, 0.109, 0.082], "gap_ev": 6.15, "homo_ha": -0.160, "lumo_ha": 0.066, "total_charge": -1}

=====

2.
{"formula": "C32H83F3N7O9Sr", "method": "the ωB97M-V functional and the def2-TZVPD basis", "elements": ["Sr", "C", "O", "O", "C", "F", "F", "F", "C", "C", "H", "H", "H", "H", "H", "H", "C", "C", "C", "O", "C", "N", "H", "H", "H", "H", "H", "H", "H", "H", "H", "H", "H", "C", "C", "C", "O", "C", "N", "H", "H", "H", "H", "H", "H", "H", "H", "H", "H", "H", "C", "C", "C", "O", "C", "N", "H", "H", "H", "H", "H", "H", "H", "H", "H", "H", "H", "C", "C", "C", "O", "C", "N", "H", "H", "H", "H", "H", "H", "H", "H", "H", "H", "H", "C", "C", "C", "O", "C", "N", "H", "H", "H", "H", "H", "H", "H", "H", "H", "H", "H", "C", "C", "C", "O", "C", "N", "H", "H", "H", "H", "H", "H", "H", "H", "H", "H", "H", "C", "C", "C", "O", "C", "N", "H", "H", "H", "H", "H", "H", "H", "H", "H", "H", "H"], "xyz": [[0.308, -4.136, 2.456], [1.359, -1.680, -0.465], [0.635, -0.493, -0.245], [0.731, -2.720, 0.326], [1.510, -1.702, -2.115], [1.991, -0.652, -2.686], [2.270, -2.722, -2.412], [0.394, -1.906, -2.793], [1.303, 0.650, 0.435], [0.257, 1.675, 0.022], [0.512, 2.614, 0.513], [0.310, 1.830, -1.056], [-0.721, 1.392, 0.411], [2.291, 0.872, 0.029], [1.376, 0.578, 1.520], [2.384, -1.606, -0.103], [2.464, 2.461, 4.240], [1.019, 2.816, 4.678], [0.137, 3.396, 3.624], [-1.141, 3.537, 4.285], [-2.100, 4.224, 3.454], [0.413, 1.552, 4.960], [2.985, 3.400, 4.054], [2.358, 1.816, 3.368], [3.053, 1.816, 4.892], [1.112, 3.549, 5.479], [-0.021, 2.673, 2.823], [0.558, 4.312, 3.210], [-2.194, 3.763, 2.471], [-1.863, 5.287, 3.431], [-3.004, 4.118, 4.053], [-0.567, 1.797, 4.971], [0.658, 1.025, 5.786], [-2.855, -1.321, -1.083], [-3.342, -2.735, -0.833], [-4.509, -3.093, -1.796], [-5.046, -4.426, -1.606], [-6.099, -4.811, -2.503], [-2.102, -3.589, -0.993], [-2.274, -1.251, -2.002], [-2.197, -0.965, -0.291], [-3.661, -0.590, -1.163], [-3.677, -2.752, 0.204], [-4.104, -2.926, -2.794], [-5.314, -2.382, -1.609], [-5.711, -5.257, -3.419], [-6.838, -4.015, -2.598], [-6.556, -5.631, -1.950], [-1.926, -3.936, -1.925], [-1.264, -3.083, -0.742], [4.350, 1.801, -3.113], [3.547, 2.941, -2.471], [4.045, 3.175, -0.985], [3.006, 3.907, -0.327], [3.356, 4.288, 0.996], [3.556, 4.213, -3.165], [5.390, 1.831, -2.789], [4.382, 1.890, -4.199], [3.902, 0.848, -2.832], [2.472, 2.767, -2.412], [4.960, 3.768, -0.997], [4.176, 2.185, -0.548], [3.653, 3.391, 1.540], [2.631, 4.814, 1.618], [4.214, 4.955, 1.070], [3.105, 4.216, -4.069], [3.092, 4.903, -2.592], [-1.658, -0.725, 3.103], [-1.297, -1.483, 4.388], [-2.308, -1.176, 5.560], [-3.616, -1.964, 5.601], [-4.214, -1.735, 6.908], [-1.430, -2.938, 4.105], [-2.598, -0.926, 2.590], [-0.775, -0.855, 2.478], [-1.548, 0.340, 3.307], [-0.300, -1.204, 4.729], [-2.539, -0.111, 5.558], [-1.851, -1.331, 6.538], [-4.602, -0.716, 6.904], [-3.534, -1.928, 7.738], [-5.050, -2.435, 6.891], [-1.492, -3.374, 5.014], [-2.358, -3.092, 3.739], [5.105, -0.841, -6.539], [4.148, -1.236, -5.394], [3.343, -2.579, -5.784], [2.482, -2.540, -6.916], [1.214, -1.909, -6.799], [4.954, -1.296, -4.150], [4.507, -0.747, -7.446], [5.947, -1.519, -6.677], [5.692, 0.075, -6.472], [3.414, -0.473, -5.135], [2.905, -3.016, -4.886], [4.124, -3.298, -6.031], [0.655, -2.216, -5.915], [0.569, -2.188, -7.632], [1.304, -0.824, -6.754], [5.826, -1.678, -4.488], [4.549, -2.024, -3.579], [-6.900, 3.985, -3.628], [-6.618, 2.519, -3.133], [-6.257, 2.452, -1.605], [-4.999, 3.053, -1.366], [-4.219, 2.555, -0.238], [-7.929, 1.960, -3.444], [-5.972, 4.552, -3.556], [-7.499, 4.563, -2.924], [-7.390, 4.196, -4.579], [-5.916, 1.968, -3.759], [-6.209, 1.379, -1.417], [-6.987, 2.875, -0.915], [-4.151, 1.492, -0.471], [-4.565, 2.863, 0.748], [-3.183, 2.844, -0.062], [-8.428, 2.824, -3.603], [-7.811, 1.538, -4.354], [2.543, -2.311, 4.075], [3.197, -2.391, 2.783], [4.774, -2.348, 2.828], [5.313, -2.723, 1.575], [5.557, -1.623, 0.732], [2.868, -3.782, 2.424], [1.467, -2.139, 4.052], [2.964, -1.425, 4.551], [2.795, -3.151, 4.721], [2.788, -1.587, 2.172], [5.183, -3.201, 3.370], [5.066, -1.372, 3.215], [6.287, -1.971, 0.001], [6.007, -0.765, 1.231], [4.731, -1.228, 0.139], [3.407, -4.341, 3.070], [3.375, -3.969, 1.571]], "lowdin_spin": [0.725, 0.003, 0.001, 0.032, 0.001, 0.000, 0.001, 0.000, 0.000, 0.000, 0.000, 0.000, 0.000, 0.000, 0.000, 0.000, 0.000, 0.000, 0.000, 0.000, 0.000, 0.000, 0.000, 0.000, 0.000, 0.000, 0.000, 0.000, 0.000, 0.000, 0.000, 0.000, 0.000, 0.000, 0.001, 0.000, 0.001, 0.000, 0.006, 0.000, 0.000, 0.000, 0.001, 0.000, 0.000, 0.000, 0.000, 0.000, 0.000, 0.001, 0.000, 0.000, 0.000, 0.000, 0.000, 0.000, 0.000, 0.000, 0.000, 0.000, 0.000, 0.000, 0.000, 0.000, 0.000, 0.000, 0.000, 0.005, 0.007, 0.004, 0.006, 0.001, 0.033, 0.001, 0.002, 0.000, 0.002, 0.000, 0.001, 0.000, 0.000, 0.000, 0.029, 0.015, 0.000, 0.000, 0.000, 0.000, 0.000, 0.000, 0.000, 0.000, 0.000, 0.000, 0.000, 0.000, 0.000, 0.000, 0.000, 0.000, 0.000, 0.000, 0.000, 0.000, 0.000, 0.000, 0.000, 0.000, 0.000, 0.000, 0.000, 0.000, 0.000, 0.000, 0.000, 0.000, 0.000, 0.000, 0.027, 0.005, 0.002, 0.002, 0.000, 0.024, 0.010, 0.002, 0.016, 0.001, 0.001, 0.000, 0.000, 0.000, 0.000, 0.020, 0.006], "gap_ev": [3.97, 8.51], "homo_ha": [-0.135, -0.305], "lumo_ha": [0.010, 0.008], "s2": 0.75, "multiplicity": 2}

=====

no.,E_tot (Ha)
1,-2806.26814
2,-2659.45219